1.
{
  "formula": "C28H69F3N4O14",
  "method": "ωB97M-V/def2-TZVPD",
  "orbital_gap_ev": 8.64,
  "molar_mass_g_mol": 742.9,
  "multiplicity": 1,
  "total_charge": 0,
  "homo_energy_ev": -9.014,
  "total_energy_ev": -72928.566,
  "lumo_energy_ha": -0.0137,
  "elements": ["F", "F", "F", "O", "O", "O", "O", "O", "O", "O", "O", "O", "O", "O", "O", "O", "O", "N", "N", "N", "N", "C", "C", "C", "C", "C", "C", "C", "C", "C", "C", "C", "C", "C", "C", "C", "C", "C", "C", "C", "C", "C", "C", "C", "C", "C", "C", "C", "C", "H", "H", "H", "H", "H", "H", "H", "H", "H", "H", "H", "H", "H", "H", "H", "H", "H", "H", "H", "H", "H", "H", "H", "H", "H", "H", "H", "H", "H", "H", "H", "H", "H", "H", "H", "H", "H", "H", "H", "H", "H", "H", "H", "H", "H", "H", "H", "H", "H", "H", "H", "H", "H", "H", "H", "H", "H", "H", "H", "H", "H", "H", "H", "H", "H", "H", "H", "H", "H"],
  "xyz": [[1.295, 4.733, 1.240], [-0.334, 5.683, 2.270], [-0.446, 5.360, 0.152], [0.411, -0.412, -1.522], [1.540, -6.898, -3.620], [-1.442, -4.356, -5.791], [-0.462, 10.896, 3.212], [5.252, -5.454, 0.049], [-0.126, -0.924, 6.157], [-2.342, -2.923, 1.373], [-2.116, 2.322, 4.059], [-4.540, 3.881, 2.479], [-1.710, 0.195, -1.469], [0.181, 4.555, -4.283], [-0.655, 3.644, 1.447], [2.867, -1.550, 0.312], [-0.294, -1.176, -4.061], [-0.721, 1.503, 2.345], [-1.495, -0.520, 1.367], [-0.193, 0.992, 0.183], [-0.790, -1.445, 2.208], [3.840, -5.644, -0.087], [-0.801, 0.693, 1.302], [0.945, -2.915, -2.930], [-3.921, 2.613, 2.382], [3.499, -6.388, -1.366], [-0.561, 0.185, -1.035], [-1.743, -2.980, -7.769], [-0.033, 4.833, 1.295], [-0.862, -3.809, 3.000], [0.872, -1.984, -4.130], [-1.335, -0.953, 6.918], [-2.203, -4.196, -6.984], [2.125, -5.467, -5.517], [0.345, 3.194, -4.695], [-1.411, -2.729, 2.128], [0.593, -1.507, 1.696], [-3.503, 2.182, 3.785], [-0.246, 9.541, 2.827], [1.943, -6.884, -4.994], [-0.209, 8.619, 4.032], [-1.160, -0.277, 8.265], [0.208, 2.237, -3.528], [-1.349, 1.238, 3.648], [-3.774, 5.716, 1.027], [4.193, -1.707, -0.183], [0.054, 2.709, 2.257], [-4.678, 4.487, 1.201], [5.136, -0.637, 0.334], [-5.707, 4.794, 1.055], [-1.945, 0.338, 3.654], [2.519, -0.702, 0.011], [0.548, -1.386, 6.662], [4.794, 0.357, 0.033], [5.166, -0.653, 1.425], [3.346, -4.665, -0.112], [1.832, -3.554, -2.977], [-1.063, 9.267, 2.161], [6.146, -0.786, -0.047], [-4.460, 3.795, 0.396], [-3.871, 1.181, 4.004], [-0.057, 7.585, 3.729], [4.523, -2.695, 0.135], [-3.072, 5.537, 0.221], [-0.422, 2.996, -5.441], [0.598, 8.904, 4.712], [-2.090, -0.291, 8.834], [1.061, -2.459, 1.878], [2.424, -6.517, -1.450], [2.877, -4.937, -4.930], [-3.012, 2.742, 1.801], [-3.263, -4.104, -6.724], [-4.014, 2.858, 4.458], [5.553, -4.971, -0.724], [0.977, -2.341, -2.001], [0.862, 4.744, -3.633], [-1.650, -1.993, 7.048], [0.261, 11.155, 3.790], [0.058, -3.551, -2.886], [-0.387, -0.779, 8.850], [-0.769, 2.352, -3.056], [-1.624, -4.252, 3.621], [2.883, -7.431, -5.058], [-3.190, 5.915, 1.917], [4.155, -1.692, -1.278], [3.502, -6.186, 0.795], [-0.080, -3.418, 3.643], [1.756, -1.336, -4.177], [-2.094, -0.438, 6.329], [3.846, -5.831, -2.240], [1.194, -4.901, -5.436], [0.699, -6.433, -3.564], [0.320, 1.200, -3.846], [-1.561, -3.559, -5.260], [-1.855, -2.072, -7.173], [0.691, 9.475, 2.264], [-0.247, -0.649, -3.243], [1.006, 2.436, 1.820], [1.188, -7.417, -5.581], [-2.429, -0.363, 1.725], [1.325, 3.083, -5.171], [0.966, 2.448, -2.765], [-0.687, -3.072, -8.024], [2.437, -5.476, -6.563], [-2.318, -2.866, -8.689], [-4.586, 1.877, 1.934], [1.230, -0.762, 2.154], [-0.541, 1.115, 4.358], [3.976, -7.368, -1.400], [0.818, -2.560, -5.055], [-1.142, 8.688, 4.592], [-2.071, -5.103, -7.572], [0.190, 3.099, 3.254], [-0.397, -4.567, 2.384], [-4.361, 6.585, 0.770], [0.529, -1.396, 0.619], [-0.845, 0.758, 8.132], [-0.287, 1.971, -0.079]],
  "mulliken_charge": [-0.278, -0.231, -0.228, -0.979, -0.446, -0.457, -0.534, -0.553, -0.451, -0.559, -0.359, -0.469, -0.700, -0.522, -0.305, -0.098, -0.559, 0.693, -0.048, 0.710, 0.502, 0.214, -0.591, 0.133, 0.201, -0.935, 0.270, -0.975, 0.826, -1.297, -0.371, -0.045, -0.233, -0.516, -0.547, 0.639, -0.754, -0.622, -0.193, -0.422, -0.661, -1.125, -0.402, -1.239, -0.851, -0.087, -1.293, -0.402, -1.306, 0.451, 0.531, -0.008, 0.263, 0.345, 0.278, -0.156, 0.082, 0.237, 0.401, 0.296, 0.287, 0.007, 0.167, 0.183, 0.330, 0.368, 0.345, 0.785, 0.271, 0.192, -0.068, 0.258, 0.517, 0.321, -0.154, 0.282, 0.321, 0.298, 0.152, 0.344, 0.280, 0.383, 0.307, 0.216, 0.289, 0.321, 0.320, 0.250, 0.125, 0.190, -0.060, 0.281, 0.037, 0.233, 0.270, 0.254, 0.150, 0.495, 0.304, 0.509, 0.305, 0.297, 0.234, 0.399, 0.369, 0.298, 0.286, 0.374, 0.317, 0.316, 0.250, 0.293, 0.634, 0.311, 0.367, -0.233, 0.279, 0.281]
}

=====

2.
{
  "formula": "C28H69N14O3P3",
  "method": "ωB97M-V/def2-TZVPD",
  "orbital_gap_ev": 8.70,
  "molar_mass_g_mol": 742.9,
  "multiplicity": 1,
  "total_charge": 0,
  "homo_energy_ev": -8.406,
  "total_energy_ev": -85027.107,
  "smiles": "CN(C)P(=O)(N(C)C)N(C)C.CN(C)P(=O)(N(C)C)N(C)C.CN(C)P(=O)(N(C)C)N(C)C.CC#N.CC#N.CC#N.CC#N.CC#N",
  "lumo_energy_ha": 0.0107,
  "elements": ["P", "P", "P", "O", "O", "O", "N", "N", "N", "N", "N", "N", "N", "N", "N", "N", "N", "N", "N", "N", "C", "C", "C", "C", "C", "C", "C", "C", "C", "C", "C", "C", "C", "C", "C", "C", "C", "C", "C", "C", "C", "C", "C", "C", "C", "C", "C", "C", "H", "H", "H", "H", "H", "H", "H", "H", "H", "H", "H", "H", "H", "H", "H", "H", "H", "H", "H", "H", "H", "H", "H", "H", "H", "H", "H", "H", "H", "H", "H", "H", "H", "H", "H", "H", "H", "H", "H", "H", "H", "H", "H", "H", "H", "H", "H", "H", "H", "H", "H", "H", "H", "H", "H", "H", "H", "H", "H", "H", "H", "H", "H", "H", "H", "H", "H", "H", "H"],
  "xyz": [[1.904, -1.680, -0.649], [-4.658, -0.062, 0.448], [0.262, 4.222, 2.155], [-0.554, 3.575, 3.214], [-3.801, -0.644, 1.500], [0.826, -0.711, -0.414], [-4.972, 1.576, 0.731], [5.815, -1.365, -6.687], [-1.151, -7.966, 5.031], [6.163, -1.796, 2.500], [3.451, -0.989, -0.581], [0.912, 5.725, 2.589], [-2.258, -4.830, 0.122], [-4.110, -0.156, -1.148], [-6.127, -0.799, 0.380], [3.361, 0.764, -3.970], [1.768, -2.462, -2.141], [2.018, -2.931, 0.439], [-0.416, 4.384, 0.631], [1.627, 3.294, 1.778], [7.347, 0.302, 1.487], [2.928, 3.817, 1.427], [2.297, 0.892, -3.563], [2.836, -3.157, -2.821], [-2.696, 0.193, -1.395], [0.949, 1.096, -3.109], [0.441, -2.643, -2.732], [3.732, 0.444, -0.460], [1.722, 5.675, 3.811], [2.707, -2.706, 1.716], [-7.148, -0.561, 1.390], [0.427, 4.948, -0.424], [-0.053, 6.824, 2.630], [0.765, -3.671, 0.589], [6.157, -1.630, -5.628], [-6.295, -2.105, -0.285], [-1.515, -7.523, 4.037], [-6.165, 2.196, 0.147], [4.694, -1.778, -0.722], [-4.638, 2.101, 2.047], [-1.874, 4.554, 0.457], [6.662, -2.070, -4.327], [1.539, 1.857, 1.967], [6.660, -0.872, 2.040], [-3.353, -4.526, -2.210], [-2.736, -4.685, -0.906], [-1.951, -6.924, 2.782], [-4.950, -0.033, -2.328], [-2.079, 4.522, -0.609], [-0.164, 5.485, -1.167], [2.494, -4.023, -3.387], [8.229, -0.031, 0.945], [2.678, 5.184, 3.632], [2.905, 4.762, 0.892], [-4.691, 0.805, -2.982], [6.381, -3.124, -4.251], [0.815, 1.334, -2.048], [-2.212, -7.741, 2.111], [1.084, 1.308, 1.138], [0.195, -3.712, -2.729], [3.545, -3.552, -2.088], [0.412, 1.907, -3.605], [6.682, 0.913, 0.885], [-5.399, 1.826, 2.786], [-2.059, -0.464, -0.805], [6.285, -1.566, -3.445], [-4.443, -4.524, -2.120], [-5.853, -2.908, 0.311], [-2.339, 3.736, 1.005], [0.278, 0.234, -3.132], [-6.991, 2.205, 0.862], [1.024, 1.602, 2.894], [-5.973, 3.237, -0.123], [-0.303, -2.178, -2.084], [-7.353, -2.382, -0.250], [-6.393, 1.659, -0.767], [4.513, -2.795, -0.395], [2.183, -2.048, 2.413], [0.527, -4.149, -0.364], [-4.631, 3.199, 2.050], [-7.258, -1.484, 1.973], [2.928, 1.065, -0.845], [5.425, -1.278, -0.086], [-2.515, 0.156, -2.467], [-2.924, -3.667, -2.719], [1.107, 5.713, -0.040], [-3.646, 1.912, 2.455], [0.987, 4.151, -0.914], [-8.149, -0.376, 0.995], [-2.907, -6.450, 3.027], [2.807, -3.666, 2.230], [7.750, -2.056, -4.363], [-5.982, 0.002, -1.981], [-1.280, -6.160, 2.409], [3.634, 3.788, 2.267], [-3.272, -5.381, -2.890], [-6.829, 0.221, 2.074], [1.960, 6.690, 4.131], [1.193, 5.156, 4.615], [-2.526, 1.233, -1.089], [0.446, -2.237, -3.747], [7.688, 0.861, 2.360], [2.543, 1.449, 2.108], [3.730, -2.379, 1.559], [0.427, 7.754, 2.925], [3.906, 0.622, 0.606], [-0.086, -3.032, 0.841], [-4.786, -0.918, -2.961], [5.016, -1.592, -1.749], [0.796, -4.479, 1.317], [-6.019, -1.994, -1.328], [-0.541, 6.943, 1.661], [-0.862, 6.635, 3.348], [-2.122, 5.529, 0.891], [3.420, 3.138, 0.715], [4.658, 0.697, -0.980], [3.388, -2.453, -3.456]],
  "mulliken_charge": [-0.101, 0.258, 0.254, -0.910, -0.987, -1.002, 0.557, -0.406, -0.367, -0.406, 1.416, 0.130, -0.332, 0.610, 0.309, -0.494, 0.453, 0.183, 0.614, 0.782, -0.779, -1.094, 0.433, -1.087, -1.580, -0.231, -1.262, -0.799, -0.971, -0.944, -1.087, -1.077, -0.986, -0.980, 0.372, -1.081, 0.196, -0.866, -1.069, -1.312, -1.303, -0.551, -1.771, 0.378, -0.873, 0.410, -0.361, -1.381, 0.514, 0.520, 0.387, 0.281, 0.164, 0.328, 0.311, 0.244, -0.095, 0.279, 0.551, 0.553, 0.339, 0.511, 0.218, 0.279, 0.536, -0.020, 0.275, 0.319, 0.369, -0.063, 0.365, 0.352, 0.270, 0.131, 0.455, 0.206, 0.697, 0.291, 0.211, 0.427, 0.429, -0.044, 0.000, 0.584, 0.187, 0.370, 0.363, 0.036, 0.262, 0.259, 0.391, 0.354, 0.615, 0.005, 0.426, 0.387, 0.354, 0.416, 0.331, 0.246, 0.453, 0.343, 0.421, 0.312, 0.389, 0.131, 0.357, 0.259, -0.245, 0.426, 0.297, 0.245, 0.364, 0.285, 0.193, 0.455, 0.235]
}